# C32H45GeO10P2SW

C32H45GeO10P2SW as an isolated structure (ωB97M-V/def2-TZVPD, the Open Molecules 2025 dataset).

Properties
Energy relative to the best compared isomer or geometry (same formula, charge and spin) (kcal per mole): 0.0
Total charge: +1
Total energy (a.u.): -5223.67435
Highest occupied orbital energy (eV): -11.42

Last column: Löwdin charge in e.
Positions of all 92 atoms, in Å:
W -1.114726 1.243622 -0.221753  1.573
C 0.072841 -1.184974 -4.203477  -0.029
C 0.585054 -2.505233 -3.672442  -0.379
C -0.066365 -3.713432 -4.304446  -0.032
O 0.428917 -2.600317 -2.200122  -0.166
P -0.727808 -2.043166 -1.330571  0.494
O -0.773396 -0.540002 -1.289973  -0.395
C -0.298852 -2.681524 0.301009  -0.168
P -0.872891 -1.629569 1.646337  0.485
O -0.483847 -0.212512 1.323374  -0.361
O -2.380996 -1.916340 1.742285  -0.169
C -3.314344 -2.264116 2.843969  -0.367
C -3.241264 -3.757101 3.058416  -0.031
C -3.052459 -1.447617 4.086778  -0.032
O -0.186102 -2.126696 2.957269  -0.166
C 1.019190 -1.497010 3.534844  -0.410
C 1.738434 -2.593120 4.284578  -0.030
C 0.604850 -0.334428 4.405550  -0.032
O -2.024826 -2.707336 -1.856891  -0.152
C -3.419924 -2.242541 -1.613962  -0.397
C -3.791561 -1.273565 -2.709121  -0.030
C -4.262268 -3.493679 -1.586588  -0.026
H 0.309751 -1.126416 -5.266096  0.101
H 0.541658 -0.341633 -3.698094  0.075
H -1.010997 -1.105159 -4.097460  0.080
H 1.667537 -2.554456 -3.781425  0.139
H -1.149684 -3.673969 -4.193193  0.081
H 0.303753 -4.634431 -3.856225  0.091
H 0.171549 -3.729851 -5.368294  0.095
H 0.793653 -2.704994 0.349424  0.090
H -0.670291 -3.698832 0.428424  0.101
H -4.271301 -1.981619 2.408791  0.150
H -2.263811 -4.041902 3.452221  0.087
H -3.431304 -4.299217 2.131960  0.080
H -3.999214 -4.050886 3.784734  0.097
H -2.148758 -1.784898 4.591668  0.073
H -3.892023 -1.586171 4.768957  0.102
H -2.982610 -0.389381 3.845986  0.069
H 1.626019 -1.144654 2.697467  0.124
H 1.108928 -2.975222 5.088401  0.094
H 2.652681 -2.194220 4.724335  0.094
H 2.003361 -3.417110 3.623239  0.086
H 0.011232 -0.683804 5.250612  0.091
H 0.032585 0.401739 3.841870  0.080
H 1.498835 0.153199 4.796716  0.092
H -3.427178 -1.745169 -0.646875  0.102
H -3.770729 -1.768919 -3.681451  0.094
H -3.122360 -0.413987 -2.719849  0.072
H -4.800314 -0.901180 -2.528746  0.103
H -4.207119 -4.015513 -2.542459  0.092
H -5.301662 -3.221720 -1.402284  0.097
H -3.937674 -4.170614 -0.796411  0.079
O -4.843253 1.958905 0.251270  -0.225
S -3.628884 1.467846 0.791144  0.414
O -2.433158 2.497256 0.462183  -0.444
O -3.560718 1.139701 2.183113  -0.271
O -3.008552 0.341284 -0.069408  -0.466
C -0.563067 2.133017 -1.675968  -0.330
Ge 1.242318 2.437090 -1.303937  0.940
C 1.909543 4.237546 -1.382682  -0.305
C 3.176457 4.518321 -0.872654  -0.110
C 3.639584 5.825503 -0.856356  -0.070
C 2.841429 6.847906 -1.352511  -0.067
C 1.582674 6.569526 -1.866857  -0.066
C 1.112467 5.264267 -1.881759  -0.095
C 2.589026 1.104845 -1.710550  -0.276
C 3.638569 1.491876 -2.543691  -0.096
C 4.597429 0.569846 -2.942769  -0.062
C 4.517609 -0.744610 -2.508206  -0.066
C 3.475328 -1.140540 -1.679085  -0.078
C 2.516347 -0.220858 -1.287285  -0.126
C 0.622764 2.256095 0.833546  -0.376
C 1.705666 1.656644 1.503966  -0.129
C 2.424946 2.339335 2.469643  -0.063
C 2.056324 3.631078 2.827916  -0.042
C 0.986992 4.251784 2.196565  -0.042
C 0.315435 3.587627 1.187749  -0.120
H 3.801273 3.721451 -0.483519  0.106
H 4.621475 6.047228 -0.459317  0.109
H 3.204540 7.867220 -1.341506  0.110
H 0.966982 7.369378 -2.256491  0.110
H 0.126637 5.044961 -2.275730  0.105
H 3.713515 2.518497 -2.884105  0.102
H 5.407103 0.880460 -3.589573  0.112
H 5.268076 -1.462051 -2.813359  0.111
H 3.410647 -2.168793 -1.344932  0.109
H 1.695833 -0.541942 -0.655607  0.067
H 2.002249 0.646985 1.253627  0.082
H 3.273045 1.865678 2.947550  0.113
H 2.612255 4.155056 3.594753  0.115
H 0.697388 5.258205 2.466201  0.119
H -0.486464 4.098025 0.667624  0.110

Atomic forces in eV per Å
0.5093 -0.3935 -0.4667
0.0023 -0.0052 0.0114
0.0042 -0.0057 -0.0002
-0.0003 0.0067 0.0120
-0.0097 0.0368 0.0079
0.0426 -0.1078 0.0425
-0.1581 0.0380 0.0469
-0.0365 0.0454 0.0075
-0.0006 -0.0382 -0.0189
-0.0294 0.1451 0.0086
0.0841 -0.1143 0.0363
-0.0571 0.0681 -0.0085
0.0084 -0.0028 -0.0031
0.0440 -0.0291 -0.0145
-0.0795 0.0061 0.0058
0.0060 -0.0504 -0.0130
0.0049 0.0212 -0.0106
0.0021 0.0154 0.0080
-0.0109 0.0157 -0.0135
-0.0270 -0.0047 0.0203
0.0050 -0.0021 0.0104
0.0017 0.0074 -0.0096
-0.0019 -0.0005 0.0027
0.0045 0.0193 0.0140
0.0063 0.0043 -0.0019
0.0043 0.0044 -0.0015
-0.0009 -0.0027 0.0011
0.0011 -0.0015 -0.0002
-0.0002 -0.0013 -0.0010
0.0030 0.0085 0.0033
0.0140 -0.0088 -0.0300
0.0052 0.0256 0.0072
-0.0066 -0.0023 -0.0039
0.0044 0.0004 0.0024
0.0047 -0.0073 0.0042
0.0175 0.0050 0.0171
-0.0059 0.0053 -0.0134
-0.0090 0.0256 -0.0067
0.0111 0.0040 -0.0127
-0.0002 -0.0028 0.0007
-0.0030 -0.0027 -0.0013
-0.0003 -0.0022 -0.0013
-0.0156 -0.0041 -0.0026
0.0022 -0.0069 0.0015
-0.0063 0.0065 0.0058
0.0023 -0.0165 -0.0214
0.0002 0.0030 -0.0046
-0.0034 -0.0031 0.0018
0.0002 -0.0027 -0.0020
-0.0021 -0.0059 0.0024
-0.0011 0.0012 0.0000
0.0013 -0.0023 0.0007
0.0131 -0.0354 -0.0684
0.1316 0.1571 -0.0044
-0.1388 -0.0832 0.1233
-0.0503 -0.0587 -0.0530
-0.0073 0.2986 0.0722
-0.3809 -0.1838 0.2076
0.1662 0.0968 -0.0882
0.0062 -0.0671 -0.0117
-0.0155 0.0382 0.0014
0.0037 -0.0096 -0.0037
0.0088 0.0114 -0.0008
-0.0191 0.0019 -0.0131
0.0077 -0.0133 0.0238
-0.0113 0.0498 -0.0714
0.0082 0.0048 0.0160
0.0015 -0.0087 0.0126
0.0077 0.0075 -0.0078
0.0095 -0.0161 0.0102
-0.0470 0.0235 -0.0029
0.0717 0.1140 0.1648
0.0092 -0.0085 0.0519
-0.0163 0.0057 -0.0044
-0.0095 -0.0126 0.0040
0.0849 -0.0538 0.0060
-0.2058 0.0229 0.0523
-0.0003 0.0066 0.0073
0.0009 0.0009 -0.0003
-0.0004 -0.0005 0.0014
0.0010 -0.0013 -0.0008
0.0000 0.0025 -0.0007
0.0008 -0.0165 -0.0109
0.0002 -0.0004 -0.0017
-0.0010 0.0000 -0.0038
-0.0072 -0.0016 0.0020
0.0394 0.0166 0.0047
-0.0024 -0.0040 -0.0294
-0.0028 -0.0055 0.0011
-0.0042 0.0091 -0.0026
0.0076 0.0054 -0.0048
0.0090 0.0159 0.0029